Version P
48
Properties=species:S:1:pos:R:3 method="wB97M-V/def2-TZVPD" e_lumo_ev=-0.30 homo_ev=-8.8 charge=0 smiles=CN[C@@H](C)CN.O.O.O.O.O.O.O.O.O.O gap_ev=8.52
C 0.605 3.195 0.449
N 0.909 1.840 0.003
C 1.578 0.986 1.009
C 2.936 1.567 1.355
C 0.670 0.835 2.301
N -0.377 -0.244 2.130
H -0.086 3.712 -0.153
H 0.030 3.180 1.400
H 1.481 3.824 0.473
H 1.421 1.732 -0.872
H 1.602 0.007 0.470
H 3.096 1.680 2.471
H 3.181 2.508 0.881
H 3.793 0.929 1.001
H 1.179 0.536 3.234
H 0.217 1.802 2.425
H -0.480 -0.807 2.976
H -0.017 -1.049 1.618
O 1.455 -0.578 -2.203
H 2.352 -0.552 -2.543
H 1.282 -1.532 -2.147
O 1.955 -2.361 1.364
H 1.438 -2.982 0.799
H 2.868 -2.624 1.368
O -3.003 1.834 1.057
H -2.182 2.202 0.746
H -2.751 1.281 1.790
O -1.543 0.615 -1.248
H -0.603 0.813 -1.171
H -1.811 -0.193 -0.834
O -2.748 -2.093 -1.686
H -3.584 -2.231 -1.229
H -2.432 -2.953 -1.944
O -3.245 -1.138 1.278
H -3.646 -0.526 0.652
H -2.396 -0.720 1.528
O -4.368 0.712 -1.133
H -3.748 1.272 -0.645
H -3.837 0.436 -1.894
O -0.061 -3.729 -0.102
H -0.604 -4.431 0.258
H -0.556 -3.177 -0.716
O 1.414 1.914 -3.569
H 0.727 2.575 -3.604
H 1.195 1.147 -3.039
O 2.207 -3.036 -1.855
H 2.929 -2.824 -1.244
H 1.556 -3.355 -1.205

---

Version Q
48
Properties=species:S:1:pos:R:3 method="wB97M-V/def2-TZVPD" e_lumo_ev=0.37 homo_ev=-9.0 charge=0 smiles=CNCCCN.O.O.O.O.O.O.O.O.O.O gap_ev=9.36
C 0.714 -0.725 2.342
N -0.003 -0.835 1.065
C -0.078 0.375 0.278
C 0.000 0.040 -1.262
C -1.116 -1.053 -1.591
N -2.502 -0.546 -1.311
H 1.111 -1.687 2.625
H 1.609 -0.012 2.164
H 0.323 -0.315 3.227
H -0.946 -1.268 1.227
H 0.757 1.182 0.401
H -1.017 0.953 0.454
H 0.998 -0.185 -1.583
H -0.099 1.047 -1.777
H -0.701 -1.990 -1.057
H -1.068 -1.363 -2.662
H -2.611 -0.358 -0.332
H -2.767 0.224 -1.992
O 3.865 -0.688 -1.753
H 3.084 -1.216 -1.470
H 4.546 -1.241 -2.059
O 1.699 3.049 1.877
H 2.022 3.428 1.000
H 0.737 3.100 1.706
O -3.135 -1.227 2.234
H -3.702 -1.850 1.743
H -3.551 -1.217 3.039
O 2.076 -1.891 -0.468
H 1.374 -1.561 0.129
H 2.771 -1.862 0.205
O -1.227 3.379 -0.225
H -0.539 3.677 -0.750
H -1.778 3.992 0.164
O 3.215 1.730 -2.893
H 3.796 1.147 -2.301
H 2.898 1.289 -3.629
O -3.463 -3.033 0.144
H -3.284 -2.546 -0.588
H -2.675 -3.423 0.471
O 0.285 -3.908 -0.442
H 1.024 -3.416 -0.578
H 0.287 -4.495 0.243
O 1.807 3.599 -1.446
H 2.343 2.860 -1.755
H 1.601 4.325 -2.109
O -2.784 1.833 3.205
H -2.607 1.400 2.381
H -3.288 1.282 3.709

---

Order of stability, best first: version P, version Q

---

Version P
62
Properties=species:S:1:pos:R:3 method="wB97M-V/def2-TZVPD" e_lumo_ev=-0.73 homo_ev=-7.2 charge=0 gap_ev=6.50
C 3.284 3.283 3.427
H 3.658 2.782 4.167
H 2.225 3.443 3.496
H 3.866 4.250 3.148
C 3.427 2.581 1.999
N 4.827 2.037 2.139
H 5.415 2.859 2.115
C 5.305 0.847 1.112
C 4.388 -0.344 1.406
C 2.785 0.089 1.355
N 2.072 -1.268 1.670
C 1.326 -1.682 0.646
O 1.016 -1.012 -0.524
C 0.394 -2.960 1.233
O -0.375 -3.392 0.123
C -1.467 -2.685 -0.107
C -2.255 -3.154 -1.271
C -3.273 -2.611 -1.773
C -3.752 -1.543 -1.474
C -3.011 -0.919 -0.185
C -1.838 -1.455 0.189
H -1.322 -1.089 1.250
H -3.298 -0.026 0.146
C -4.864 -0.886 -1.813
C -5.294 -1.573 -3.283
C -5.005 -2.772 -3.586
O -5.480 -3.168 -4.466
O -3.844 -3.439 -2.951
C -6.594 -0.862 -3.673
C -6.870 0.605 -3.484
C -6.732 0.722 -2.088
C -5.325 0.534 -1.576
H -4.705 1.218 -1.743
H -5.450 0.576 -0.389
H -7.517 0.260 -1.537
H -7.006 1.652 -1.792
H -5.954 1.171 -4.177
H -7.844 0.864 -3.718
H -7.485 -1.493 -3.493
H -6.359 -1.204 -4.745
H -1.980 -4.206 -1.598
H -0.112 -2.677 2.390
H 1.182 -3.592 1.531
H 2.048 -1.383 2.595
C 2.680 1.149 2.351
H 1.345 1.497 2.239
H 2.612 0.868 3.393
H 2.406 0.468 0.349
H 4.556 -1.220 0.645
H 4.603 -0.769 2.574
C 6.659 0.418 1.617
H 6.677 0.287 2.693
H 6.864 -0.545 1.024
H 7.233 1.300 1.485
C 5.128 1.188 -0.227
H 5.747 0.252 -0.645
H 5.847 2.187 -0.493
H 4.359 1.253 -0.649
C 2.949 3.093 0.922
H 2.550 2.495 0.257
H 1.973 3.758 1.052
H 3.606 3.940 0.723

---

Version Q
62
Properties=species:S:1:pos:R:3 method="wB97M-V/def2-TZVPD" e_lumo_ev=0.65 homo_ev=-8.3 charge=0 smiles="COc1cc(CCC(=O)N2CCN(c3cccc(C)c3C)CC2)cc(OC)c1OC" gap_ev=8.91
C 1.805 2.724 -3.122
O 1.436 2.829 -1.771
C 1.962 1.936 -0.877
C 2.882 0.948 -1.211
C 3.352 0.067 -0.250
C 4.288 -1.049 -0.620
C 3.494 -2.293 -1.060
C 2.500 -2.654 0.032
O 2.909 -3.074 1.103
N 1.177 -2.484 -0.190
C 0.497 -2.042 -1.385
C -0.434 -0.868 -1.067
N -1.374 -1.275 -0.042
C -2.447 -0.344 0.152
C -2.223 0.936 0.641
C -3.285 1.805 0.807
C -4.567 1.397 0.486
C -4.807 0.121 -0.002
C -6.203 -0.306 -0.343
C -3.738 -0.763 -0.172
C -3.974 -2.147 -0.697
C -0.660 -1.621 1.172
C 0.241 -2.816 0.869
C 2.909 0.171 1.059
C 1.991 1.149 1.415
O 1.489 1.317 2.669
C 1.926 0.446 3.684
C 1.508 2.042 0.445
O 0.541 2.945 0.830
C 0.879 4.310 0.706
H 1.250 3.505 -3.638
H 2.878 2.891 -3.263
H 1.529 1.750 -3.540
H 3.236 0.853 -2.225
H 4.891 -1.318 0.247
H 4.953 -0.743 -1.430
H 4.184 -3.134 -1.156
H 3.028 -2.119 -2.026
H 1.201 -1.733 -2.154
H -0.105 -2.876 -1.770
H -0.996 -0.598 -1.965
H 0.173 -0.002 -0.757
H -1.225 1.263 0.888
H -3.108 2.800 1.184
H -5.395 2.079 0.616
H -6.272 -0.594 -1.392
H -6.500 -1.166 0.256
H -6.907 0.502 -0.160
H -3.032 -2.685 -0.742
H -4.663 -2.689 -0.050
H -4.412 -2.110 -1.693
H -1.388 -1.893 1.940
H -0.047 -0.785 1.546
H 0.819 -3.108 1.746
H -0.378 -3.661 0.544
H 3.283 -0.526 1.789
H 1.375 0.739 4.576
H 3.000 0.553 3.868
H 1.704 -0.599 3.447
H 0.027 4.861 1.099
H 1.048 4.590 -0.337
H 1.771 4.547 1.296

---

Order of stability, best first: version Q, version P

---

Version P
13
Properties=species:S:1:pos:R:3 method="wB97M-V/def2-TZVPD" e_lumo_ev=0.50 homo_ev=-9.0 charge=0 gap_ev=9.50
C 0.761 2.419 -0.589
C 0.303 1.310 -0.480
C -0.272 -0.014 -0.358
C -1.638 -0.624 1.044
C -0.218 -0.663 1.119
O 0.470 -1.811 0.632
C 0.552 -1.280 -0.687
H 1.169 3.402 -0.684
H -1.275 -0.054 -0.814
H -1.899 0.398 1.384
H 0.380 -0.096 1.841
H 1.585 -1.055 -0.977
H 0.083 -1.933 -1.430

---

Version Q
13
Properties=species:S:1:pos:R:3 method="wB97M-V/def2-TZVPD" e_lumo_ev="-0.90 / -1.92" homo_ev="-8.6 / -9.2" charge=0 gap_ev="7.71 / 7.24"
C 1.677 1.789 1.432
C 0.225 -0.019 0.265
C -0.316 -1.274 0.398
C 1.045 0.655 1.168
C -0.233 0.321 -1.119
C -1.270 -0.872 -0.926
O -0.284 -2.329 1.055
H 1.305 2.851 1.422
H 1.353 -0.145 1.799
H -0.552 1.332 -1.112
H 0.406 0.030 -2.036
H -1.077 -1.683 -1.701
H -2.278 -0.657 -0.645

---

Version R
13
Properties=species:S:1:pos:R:3 method="wB97M-V/def2-TZVPD" e_lumo_ev=0.92 homo_ev=-8.8 charge=0 smiles=Oc1ccccc1 gap_ev=9.69
O 1.268 -1.815 -0.920
C 0.479 -0.718 -0.269
C 0.877 0.624 -0.619
C 0.217 1.690 0.048
C -0.990 1.392 0.848
C -1.501 0.126 0.738
C -0.710 -1.009 0.384
H 1.977 -1.456 -1.458
H 1.690 0.633 -1.330
H 0.661 2.611 -0.163
H -1.465 2.147 1.435
H -2.437 -0.061 1.311
H -0.801 -1.994 0.778

---

Order of stability, best first: version R, version Q, version P